Run P
Formula: C6H8OS
Source: the Open Molecules 2025 dataset
Level of theory: ωB97M-V/def2-TZVPD

Computed properties:
LUMO energy   0.46 eV
Frontier orbital gap   9.571 eV
HOMO level   -9.1 eV
Total charge   0

Each line ends with the Löwdin charge.
Cartesian coordinates (Å):
1 C -0.641 -0.899 -0.374  -0.632
2 C -0.985 0.492 -0.854  -0.213
3 C -0.484 1.371 0.389  -0.079
4 C 0.803 1.011 -0.140  -0.368
5 C 0.804 -0.467 -0.045  -0.296
6 C 1.970 -0.960 0.515  0.063
7 H -2.772 -1.195 0.275  0.000
8 H -0.656 -1.600 -1.255  0.114
9 H -1.956 0.947 -1.316  0.183
10 H -0.880 0.727 1.283  0.116
11 H -0.904 2.330 0.545  0.101
12 H 1.964 1.264 0.265  0.195
13 H 2.866 -0.208 0.763  0.101
14 H 2.091 -2.019 0.457  0.038
15 O 0.295 1.018 -1.435  -0.039
16 S -1.515 -1.811 0.926  0.718

---

Run Q
Formula: C6H8OS
Source: the Open Molecules 2025 dataset
Level of theory: ωB97M-V/def2-TZVPD

Computed properties:
LUMO energy   -0.31 eV
Frontier orbital gap   7.885 eV
HOMO level   -8.2 eV
Total charge   0

Each line ends with the Löwdin charge.
Cartesian coordinates (Å):
1 C -0.020 0.964 0.453  -0.450
2 C -1.514 0.692 0.089  0.003
3 C -1.625 -0.433 -0.575  -0.094
4 C -0.389 -1.211 -0.760  -0.186
5 C 0.263 -1.607 0.602  -0.130
6 C 0.569 -0.183 0.080  -0.862
7 H 1.015 2.650 0.287  0.183
8 H -0.019 1.157 1.593  0.187
9 H -2.197 1.447 0.506  0.118
10 H -2.327 -0.960 -1.097  0.080
11 H -0.048 -1.720 -1.799  0.182
12 H -0.502 -1.984 1.459  0.152
13 H 1.416 -2.209 0.595  0.128
14 H 2.640 1.601 -0.749  0.127
15 O 0.456 2.018 -0.448  -0.158
16 S 2.280 -0.221 -0.235  0.720

---

Run R
Formula: C6H8OS
Source: the Open Molecules 2025 dataset
Level of theory: ωB97M-V/def2-TZVPD

Computed properties:
LUMO energy   0.87 eV
Frontier orbital gap   8.741 eV
HOMO level   -7.9 eV
Total charge   0

Each line ends with the Löwdin charge.
Cartesian coordinates (Å):
1 C -2.249 -1.726 -0.694  -0.109
2 C -1.254 -0.653 -0.356  -0.577
3 C -1.288 0.269 0.622  -0.095
4 C -0.074 1.119 0.716  -0.229
5 C 1.224 0.422 1.101  -0.340
6 O 2.283 1.174 1.600  -0.012
7 C 0.908 0.706 -0.349  -0.467
8 S 0.195 -0.558 -1.381  0.961
9 H -3.142 -1.642 -0.052  0.085
10 H -1.845 -2.730 -0.605  0.073
11 H -2.528 -1.596 -1.742  0.073
12 H -2.093 0.357 1.356  0.117
13 H -0.194 2.157 1.010  0.141
14 H 1.190 -0.617 1.411  0.149
15 H 2.074 1.356 2.538  0.111
16 H 1.558 1.430 -0.852  0.119

---

run R (4.302 eV below the next structure)

---

Run P
Formula: C2H15N2O4
Source: the Open Molecules 2025 dataset
Level of theory: ωB97M-V/def2-TZVPD

Computed properties:
LUMO energy   -2.73 eV
Frontier orbital gap   9.544 eV
HOMO level   -12.3 eV
Total charge   +1

Each line ends with the Löwdin charge.
Cartesian coordinates (Å):
1 C -0.945 1.239 0.898  -0.216
2 C -0.596 -0.057 0.875  -0.080
3 N 0.623 -0.493 0.106  0.150
4 N -1.761 1.854 1.762  0.097
5 H -0.445 1.866 0.141  0.121
6 H -1.026 -0.906 1.409  0.122
7 H 0.842 0.124 -0.676  0.156
8 H 1.433 -0.599 0.696  0.093
9 H 0.428 -1.418 -0.283  0.099
10 H -1.793 1.402 2.664  0.108
11 H -2.347 2.666 1.707  0.113
12 H 1.944 -3.876 0.161  0.063
13 H 2.929 -2.597 -0.238  0.051
14 O 2.057 -2.953 -0.079  -0.038
15 H -1.967 2.234 -2.008  0.028
16 H -1.043 2.436 -3.193  0.050
17 O -1.192 2.730 -2.280  -0.062
18 H -1.291 -3.503 -1.608  0.048
19 H -2.395 -2.544 -1.253  0.052
20 O -1.439 -2.573 -1.403  -0.056
21 H 2.794 0.700 1.720  0.071
22 H 3.199 1.716 0.615  0.073
23 O 2.585 1.003 0.823  -0.044

---

Run Q
Formula: C2H15N2O4
Source: the Open Molecules 2025 dataset
Level of theory: ωB97M-V/def2-TZVPD

Computed properties:
LUMO energy   -2.81 eV
Frontier orbital gap   9.634 eV
HOMO level   -12.4 eV
Total charge   +1

Each line ends with the Löwdin charge.
Cartesian coordinates (Å):
1 C 1.395 -1.766 -0.319  -0.184
2 C 0.076 -1.877 -0.528  -0.088
3 N -0.499 -0.891 -1.484  0.157
4 N 2.175 -2.678 0.345  0.088
5 H 1.928 -0.919 -0.732  0.127
6 H -0.640 -2.563 -0.110  0.114
7 H -1.364 -0.463 -1.085  0.091
8 H 0.114 -0.063 -1.545  0.092
9 H -0.678 -1.325 -2.381  0.162
10 H 1.692 -3.420 0.839  0.111
11 H 2.995 -2.274 0.775  0.105
12 H 0.513 2.723 1.432  0.051
13 H 1.420 1.859 2.434  0.049
14 O 1.213 2.054 1.521  -0.058
15 H -2.003 1.187 3.136  0.040
16 H -1.991 0.493 1.743  0.036
17 O -1.747 1.304 2.229  -0.051
18 H -2.661 1.452 -0.187  0.068
19 H -3.539 0.462 -1.013  0.096
20 O -2.612 0.695 -0.796  -0.047
21 H 0.906 2.538 -1.748  0.068
22 H 1.013 1.704 -0.539  -0.001
23 O 0.842 1.629 -1.469  -0.025

---

run Q (0.600 eV below the next structure)

---

Run P
Formula: H2N2O2
Source: the Open Molecules 2025 dataset
Level of theory: ωB97M-V/def2-TZVPD

Computed properties:
LUMO energy (spin up / spin down)   0.34 / 0.21 eV
Frontier orbital gap (spin up / spin down)   9.433 / 7.956 eV
HOMO level (spin up / spin down)   -9.1 / -7.7 eV
Total charge   0

Each line ends with the Löwdin charge.
Cartesian coordinates (Å):
1 N 1.807 -0.065 0.103  0.057
2 N 0.876 -0.505 -0.301  0.090
3 O -1.906 -0.407 0.096  -0.101
4 O -0.809 0.391 0.236  -0.261
5 H 2.207 0.781 0.649  0.157
6 H -2.175 -0.195 -0.782  0.059

---

Run Q
Formula: H2N2O2
Source: the Open Molecules 2025 dataset
Level of theory: ωB97M-V/def2-TZVPD

Computed properties:
LUMO energy (spin up / spin down)   0.21 / 0.21 eV
Frontier orbital gap (spin up / spin down)   10.044 / 10.042 eV
HOMO level (spin up / spin down)   -9.8 / -9.8 eV
Total charge   0

Each line ends with the Löwdin charge.
Cartesian coordinates (Å):
1 O 1.763 -0.170 -0.050  -0.122
2 N 0.591 0.510 -0.060  -0.053
3 N -0.551 -0.361 -0.105  -0.018
4 O -1.767 0.271 -0.146  -0.063
5 H 2.462 0.090 0.661  0.155
6 H -2.499 -0.339 -0.299  0.101

---

run Q (1.141 eV below the next structure)

---

Run P
Formula: C2H2N2O2
Source: the Open Molecules 2025 dataset
Level of theory: ωB97M-V/def2-TZVPD

Computed properties:
LUMO energy   0.55 eV
Frontier orbital gap   10.562 eV
HOMO level   -10.0 eV
Total charge   0

Each line ends with the Löwdin charge.
Cartesian coordinates (Å):
1 O 1.888 0.153 0.391  0.161
2 C 0.634 0.187 0.006  -0.516
3 N -0.194 -0.982 0.081  0.154
4 O -1.209 -0.686 -1.017  0.023
5 C -1.175 0.313 -0.148  -0.291
6 N -0.080 1.220 -0.277  0.176
7 H 2.170 -0.769 0.488  0.135
8 H -2.034 0.565 0.475  0.158

---

Run Q
Formula: C2H2N2O2
Source: the Open Molecules 2025 dataset
Level of theory: ωB97M-V/def2-TZVPD

Computed properties:
LUMO energy   0.34 eV
Frontier orbital gap   9.846 eV
HOMO level   -9.5 eV
Total charge   0

Each line ends with the Löwdin charge.
Cartesian coordinates (Å):
1 O 1.489 -0.105 0.650  0.109
2 C 0.431 -0.123 -0.005  -0.479
3 C -0.777 -0.038 0.588  -0.144
4 N -1.803 0.204 -0.157  0.186
5 O -1.017 0.327 -1.374  -0.159
6 N 0.258 0.069 -1.382  0.138
7 H 2.358 -0.294 0.053  0.230
8 H -0.940 -0.039 1.628  0.119

---

run Q (0.379 eV below the next structure)

---

Run P
Formula: C2H2N2O2
Source: the Open Molecules 2025 dataset
Level of theory: ωB97M-V/def2-TZVPD

Computed properties:
LUMO energy   0.34 eV
Frontier orbital gap   10.043 eV
HOMO level   -9.7 eV
Total charge   0

Each line ends with the Löwdin charge.
Cartesian coordinates (Å):
1 O -1.836 0.257 -0.584  0.098
2 C -0.587 0.089 -0.283  -0.472
3 C 0.435 -0.608 -0.850  -0.016
4 O 1.434 -0.377 0.025  -0.058
5 N 1.058 0.285 1.114  0.057
6 N -0.229 0.492 0.944  0.104
7 H -2.147 -0.057 -1.472  0.155
8 H 0.469 -1.315 -1.668  0.132

---

Run Q
Formula: C2H2N2O2
Source: the Open Molecules 2025 dataset
Level of theory: ωB97M-V/def2-TZVPD

Computed properties:
LUMO energy   0.38 eV
Frontier orbital gap   11.586 eV
HOMO level   -11.2 eV
Total charge   0

Each line ends with the Löwdin charge.
Cartesian coordinates (Å):
1 O -2.016 -0.012 0.145  0.044
2 C -0.606 -0.094 -0.245  -0.461
3 N 0.075 1.079 -0.108  0.142
4 C 1.286 0.670 -0.005  -0.208
5 O 1.443 -0.639 0.140  0.025
6 N -0.014 -1.159 -0.090  0.232
7 H -1.984 0.933 0.332  0.081
8 H 2.060 1.379 0.282  0.145

---

run Q (0.238 eV below the next structure)

---

Run P
Formula: C3H4N2O
Source: the Open Molecules 2025 dataset
Level of theory: ωB97M-V/def2-TZVPD

Computed properties:
LUMO energy   0.56 eV
Frontier orbital gap   9.584 eV
HOMO level   -9.0 eV
Total charge   0

Each line ends with the Löwdin charge.
Cartesian coordinates (Å):
1 N -1.025 0.219 1.304  0.091
2 C -1.094 -0.235 0.086  -0.079
3 C -0.030 -1.142 -0.313  -0.212
4 N 1.024 -0.684 -0.879  0.084
5 C 1.074 0.694 -1.108  -0.392
6 O 1.664 1.501 -0.430  0.035
7 H -1.641 0.969 1.598  0.107
8 H -0.338 -0.070 2.001  0.125
9 H -0.164 -2.225 -0.226  0.110
10 H 0.531 0.973 -2.031  0.131

---

Run Q
Formula: C3H4N2O
Source: the Open Molecules 2025 dataset
Level of theory: ωB97M-V/def2-TZVPD

Computed properties:
LUMO energy   0.32 eV
Frontier orbital gap   8.401 eV
HOMO level   -8.1 eV
Total charge   0

Each line ends with the Löwdin charge.
Cartesian coordinates (Å):
1 O 1.599 -0.159 0.564  -0.071
2 C 0.717 0.001 -0.653  -0.235
3 C -0.038 1.249 -0.561  -0.132
4 N -1.184 1.112 0.049  0.058
5 N -1.240 -0.231 0.390  0.021
6 C -0.199 -0.892 -0.065  -0.105
7 H 2.191 -0.894 0.405  0.072
8 H 0.191 2.227 -0.976  0.105
9 H -1.830 -0.510 1.157  0.153
10 H -0.017 -1.946 0.107  0.135

---

run P (1.592 eV below the next structure)